Entry 1:
Density functional theory data (wB97M-V/def2-TZVPD) for C43H41N6O5PtS4 as an isolated structure.

```
100
Properties=species:S:1:pos:R:3:mulliken_charge:R:1
Pt -2.060 1.864 0.491 2.9267
O -3.202 0.396 4.411 -0.5466
C -3.260 1.010 3.391 0.6314
O -2.855 2.026 2.862 -0.5754
C -4.212 0.112 2.165 0.2669
O -5.384 0.072 2.398 -0.6295
O -3.426 -0.253 1.303 -0.1831
N 0.060 2.015 0.915 -0.6013
S 1.431 1.779 0.413 0.9492
N 2.065 0.343 0.879 -0.3316
S 1.851 -0.990 0.096 1.1527
N 0.562 -1.248 -0.731 0.1738
S -1.010 -1.051 -0.263 1.8248
N -1.619 0.197 -0.784 -1.2485
C -0.938 -1.583 1.476 1.1155
C -0.991 -2.942 1.725 -0.7516
C -0.841 -3.394 3.025 -0.9634
C -0.644 -2.492 4.057 -1.1053
C -0.591 -1.133 3.791 -0.8595
C -0.730 -0.673 2.491 -0.0298
C -1.785 -2.444 -1.108 -0.5068
C -3.169 -2.482 -1.063 -0.0121
C -3.842 -3.528 -1.673 -0.7443
C -3.123 -4.522 -2.322 -0.6509
C -1.738 -4.474 -2.364 -0.9430
C -1.061 -3.432 -1.750 -0.0705
C 3.152 -1.172 -1.094 0.5879
C 2.904 -1.541 -2.410 -0.1053
C 3.965 -1.624 -3.292 -0.7546
C 5.257 -1.343 -2.864 -0.6401
C 5.494 -0.983 -1.542 -0.6956
C 4.444 -0.902 -0.651 -1.0834
C 2.142 -2.261 1.294 0.6784
C 2.398 -1.969 2.626 -0.1721
C 2.666 -3.009 3.496 -0.7519
C 2.680 -4.320 3.039 -0.7419
C 2.424 -4.599 1.702 -0.7981
C 2.156 -3.570 0.824 -0.8891
C 2.575 2.943 1.157 0.0607
C 3.458 2.560 2.152 -0.0347
C 4.263 3.522 2.738 -0.8316
C 4.183 4.846 2.330 -0.5452
C 3.285 5.219 1.340 -0.8586
C 2.463 4.269 0.761 -0.3369
C 1.797 1.813 -1.361 0.7590
C 0.793 1.679 -2.299 0.4503
C 1.144 1.559 -3.635 -1.0162
C 2.479 1.576 -4.011 -0.7061
C 3.474 1.738 -3.059 -0.9072
C 3.132 1.857 -1.723 -0.7462
H -1.161 -3.637 0.919 0.4975
H -0.882 -4.453 3.223 0.5090
H -0.546 -2.848 5.069 0.4718
H -0.455 -0.425 4.591 0.5710
H -0.689 0.386 2.271 0.3055
H -3.686 -1.702 -0.528 0.3029
H -4.921 -3.581 -1.630 0.4992
H -3.642 -5.347 -2.785 0.4131
H -1.182 -5.255 -2.862 0.4754
H 0.016 -3.383 -1.756 0.2608
H 1.887 -1.731 -2.716 0.4653
H 3.789 -1.907 -4.319 0.5035
H 6.081 -1.411 -3.556 0.4420
H 6.499 -0.768 -1.213 0.4594
H 4.594 -0.622 0.381 0.3977
H 2.378 -0.942 2.953 0.4238
H 2.862 -2.800 4.535 0.5186
H 2.893 -5.126 3.723 0.4389
H 2.437 -5.618 1.348 0.4803
H 1.966 -3.755 -0.223 0.2449
H 3.506 1.523 2.444 0.3006
H 4.955 3.241 3.515 0.4608
H 4.821 5.587 2.786 0.4099
H 3.230 6.248 1.019 0.4501
H 1.743 4.536 0.003 0.5271
H -0.240 1.658 -1.978 0.0167
H 0.376 1.454 -4.386 0.5094
H 2.750 1.468 -5.049 0.4513
H 4.511 1.766 -3.356 0.4904
H 3.891 1.985 -0.967 0.4755
C -1.524 4.656 1.500 -1.3647
C -1.453 3.885 0.230 0.6619
O -1.011 4.242 -0.823 -0.4587
H -1.124 5.663 1.365 0.4344
H -0.956 4.119 2.260 0.2291
H -2.558 4.703 1.846 0.2643
C -6.502 -0.207 -1.736 -1.2809
N -5.764 0.617 -0.810 0.1051
C -4.901 1.572 -1.172 0.3372
S -4.363 2.661 0.029 -0.4479
N -4.567 1.731 -2.454 -0.0710
C -3.726 2.792 -2.948 -0.6929
H -7.150 -0.871 -1.173 0.3599
H -5.832 -0.812 -2.352 0.4044
H -7.123 0.412 -2.389 0.3957
H -5.951 0.516 0.180 0.2125
H -4.982 1.119 -3.140 0.2332
H -3.002 3.080 -2.183 0.0649
H -4.323 3.671 -3.208 0.2877
H -3.190 2.447 -3.828 0.3440
```

## Properties
Relative energy (zero: lowest compared OMol25 entry of this formula, charge and spin) = 1.0649 eV
2S+1 = 5
Net charge = +1
HOMO level (alpha / beta) = -7.88 / -10.57 eV
Energy = -111005.907 eV
Kohn-Sham gap (alpha / beta) = 5.350 / 6.414 eV

=====

Entry 2:
Density functional theory data (wB97M-V/def2-TZVPD) for C43H42BN6OP2Pt as an isolated structure.

```
96
Properties=species:S:1:pos:R:3:mulliken_charge:R:1
Pt -0.912 -0.569 -0.069 4.0327
C 0.611 2.309 -1.083 -2.7832
N 1.880 2.028 -0.437 1.3992
C 2.071 0.824 0.346 -2.8851
P 1.264 -0.666 -0.403 0.2314
C 1.859 -0.613 -2.130 0.7117
C 3.176 -0.273 -2.434 -0.6198
C 3.595 -0.211 -3.752 -0.7815
C 2.698 -0.503 -4.776 -0.6094
C 1.391 -0.855 -4.479 -0.7668
C 0.967 -0.906 -3.155 -0.0828
C 2.264 -2.027 0.295 0.9616
C 2.854 -1.941 1.554 -0.7245
C 3.506 -3.037 2.105 -0.6367
C 3.573 -4.229 1.402 -0.7608
C 2.994 -4.321 0.142 -0.5980
C 2.345 -3.228 -0.407 -1.0163
C 2.861 3.018 -0.405 0.6155
C 2.965 3.948 -1.446 -0.4660
C 3.935 4.936 -1.412 -0.7227
C 4.835 5.018 -0.359 -0.5385
C 4.741 4.093 0.671 -0.8154
C 3.765 3.109 0.660 -0.2687
P -0.857 1.675 -0.153 0.7854
C -2.218 2.540 -0.988 0.6473
C -3.334 2.951 -0.265 -0.6163
C -4.437 3.478 -0.920 -0.7142
C -4.437 3.602 -2.302 -0.5870
C -3.330 3.192 -3.031 -0.7426
C -2.229 2.655 -2.378 -0.6142
C -0.697 2.516 1.459 0.2341
C -0.023 3.727 1.611 -0.4666
C 0.109 4.308 2.862 -0.7337
C -0.449 3.688 3.975 -0.6476
C -1.130 2.490 3.833 -0.6965
C -1.245 1.898 2.581 -0.1056
H 0.550 1.847 -2.076 0.3370
H 0.514 3.386 -1.223 1.1233
H 1.648 0.905 1.360 0.4802
H 3.142 0.645 0.449 1.3669
H 3.880 -0.049 -1.640 0.3016
H 4.616 0.065 -3.984 0.4516
H 3.025 -0.455 -5.807 0.3960
H 0.696 -1.089 -5.275 0.4695
H -0.051 -1.180 -2.898 0.2258
H 2.803 -1.020 2.124 0.3272
H 3.958 -2.956 3.085 0.4275
H 4.079 -5.085 1.831 0.4040
H 3.049 -5.247 -0.416 0.4562
H 1.901 -3.306 -1.393 0.4380
H 2.302 3.877 -2.298 0.4412
H 3.997 5.640 -2.233 0.4020
H 5.594 5.787 -0.341 0.3969
H 5.424 4.146 1.509 0.3904
H 3.683 2.431 1.498 0.4431
H -3.352 2.850 0.813 0.3893
H -5.301 3.787 -0.346 0.4249
H -5.300 4.013 -2.811 0.3920
H -3.324 3.279 -4.110 0.4244
H -1.387 2.311 -2.968 0.3237
H 0.415 4.224 0.754 0.3744
H 0.647 5.241 2.968 0.4500
H -0.346 4.142 4.953 0.3796
H -1.564 2.001 4.695 0.4871
H -1.751 0.946 2.482 0.2286
B -3.991 -1.233 2.199 -0.0599
N -4.072 -1.040 0.642 -0.1923
C -5.260 -1.097 0.028 -0.4062
C -5.105 -0.765 -1.304 -1.1481
C -3.741 -0.517 -1.425 -0.4468
N -3.128 -0.678 -0.254 -0.0413
N -2.553 -1.437 2.787 0.1209
C -2.346 -1.614 4.100 -0.4042
C -1.000 -1.846 4.312 -1.2668
C -0.448 -1.788 3.031 -0.5619
N -1.388 -1.538 2.120 0.2811
H -4.469 -0.254 2.738 -0.1387
H -4.641 -2.226 2.455 -0.2109
H -6.138 -1.362 0.593 0.4320
H -5.862 -0.716 -2.066 0.4455
H -3.161 -0.237 -2.289 0.5163
H -3.177 -1.570 4.784 0.4423
H -0.500 -2.022 5.248 0.4873
H 0.575 -1.907 2.715 0.4449
O -1.171 -2.815 -1.550 -0.4837
N -0.939 -3.972 -1.026 0.3191
C -1.242 -4.204 0.272 -0.0280
C -0.963 -5.425 0.850 -0.9226
C -0.387 -6.436 0.099 -0.3749
C -0.105 -6.188 -1.235 -0.7799
C -0.384 -4.952 -1.776 -0.1802
H -1.677 -3.358 0.782 0.5979
H -1.208 -5.558 1.895 0.4790
H -0.168 -7.398 0.540 0.4177
H 0.336 -6.942 -1.872 0.4281
H -0.197 -4.665 -2.800 0.4638
```

## Properties
Relative energy (zero: lowest compared OMol25 entry of this formula, charge and spin) = 0.1620 eV
2S+1 = 2
HOMO level (alpha / beta) = -5.48 / -7.59 eV
Energy = -78761.441 eV
Kohn-Sham gap (alpha / beta) = 5.993 / 7.835 eV